This record from the Open Molecules 2025 dataset describes a single C2Cl2F3P molecule at a distorted geometry. The level of theory is ωB97M-V/def2-TZVPD.

Each line ends with the Löwdin charge.
Geometry (Å):
Cl  -2.38302  -1.26197  -0.38757  0.20
Cl  -1.87599  1.85194  -0.12264  0.20
P  -1.66552  0.14124  0.85651  0.17
F  0.47727  -1.77142  0.19355  -0.03
F  2.45473  -0.34380  -0.42657  0.13
F  1.41582  1.54211  -0.26464  0.14
C  1.29089  0.25869  -0.12039  -0.43
C  0.28583  -0.41679  0.27176  -0.38

Structure (SMILES) ... FC(F)=C(F)P(Cl)Cl
Energy relative to the best compared isomer or geometry (same formula, charge and spin) ... 0.0 kJ/mol
Orbital gap ... 10.28 eV
Largest force on an atom ... 5.0 eV/A